Formula: C44H132O22
Source: the OMol25 dataset
Level of theory: ωB97M-V/def2-TZVPD

* energy above the lowest of the compared OMol25 structures with the same formula, charge and spin: 0.0 kcal/mol
* HOMO-LUMO gap: 9.4 eV
* charge: 0
* electronic energy: -3410.6386 a.u.
* HOMO level: -9.29 eV

Structure (XYZ):
```
198
Properties=species:S:1:pos:R:3:forces:R:3:lowdin_charge:R:1
O 0.070919 2.987686 -7.544119 -0.354 1.062 -0.689 -0.09
O 3.170243 6.859348 0.571099 0.515 -1.096 -0.512 -0.05
O -0.196848 -4.563809 2.481081 -0.461 0.277 0.592 -0.10
O -0.150269 -3.488973 -5.146217 -0.602 -1.037 -0.668 -0.05
O 1.499754 1.508340 4.740198 0.807 0.098 0.297 -0.10
O 7.199803 3.027884 -3.209041 1.065 0.223 0.827 -0.07
O 2.941869 2.477436 2.655790 0.449 0.279 -0.665 -0.04
O -3.930021 -3.700468 0.320527 -0.614 -0.931 0.847 -0.06
O -5.760612 -2.292252 3.799379 -1.765 0.102 -2.511 -0.05
O 6.107347 -2.142974 3.334584 1.032 0.071 0.342 -0.08
O -5.178635 -5.182121 -2.203427 -0.044 0.002 0.184 -0.08
O -3.803060 -0.194759 -3.263936 0.954 -1.507 0.289 -0.05
O 3.194349 2.882707 0.055917 0.223 0.064 -1.417 -0.05
O 1.474567 3.323000 -2.461953 -0.130 0.533 -0.464 -0.03
O 3.172904 0.483859 -1.463919 -0.661 -0.305 0.143 -0.09
O 2.125909 -4.162516 1.296313 0.234 0.948 0.850 -0.10
O 1.062676 4.235032 -5.100465 -0.484 -0.620 -0.042 -0.10
O -0.472436 3.401827 5.746016 1.608 -0.337 0.372 -0.07
O -6.961010 0.475950 3.104725 -0.610 -2.600 0.859 -0.06
O -1.781667 -5.493932 0.277060 0.625 -0.165 0.258 -0.04
O 0.498548 0.595606 -1.345933 -0.751 0.940 -2.229 -0.08
O 4.298093 -4.505673 3.525379 -0.030 0.583 -0.338 -0.06
C -0.191125 -0.173319 5.185631 0.696 -0.165 -1.612 -0.04
C -1.647419 -3.277514 -3.231275 0.812 -0.832 -0.219 -0.03
C 1.628715 5.507350 -5.040737 1.119 0.244 -1.115 -0.31
C -3.948134 1.164174 -3.541926 -2.191 -0.039 0.096 -0.52
C 2.083353 -5.042283 0.236873 0.057 -0.323 -1.280 -0.35
C 5.833016 3.330754 -2.901900 2.333 1.367 -0.503 -0.47
C -5.041062 -4.388625 -3.376263 -0.381 0.984 0.479 -0.30
C -0.282291 -5.222299 3.748543 1.301 -0.291 -0.673 -0.27
C 1.138038 5.608182 0.294509 -0.603 -1.088 0.133 -0.07
C 5.129154 2.998795 -4.177560 -1.381 0.487 0.561 -0.05
C 4.407249 -6.856084 3.729007 -0.906 -0.278 0.016 -0.05
C -5.663336 1.768451 1.739599 2.027 0.143 -0.525 -0.06
C 0.034044 0.902224 -6.526466 -2.175 -0.699 0.663 -0.08
C -2.657436 1.900348 -3.615756 1.210 0.243 -0.802 -0.03
C 5.807454 4.855447 -2.591331 -0.714 -0.323 0.099 -0.03
C 0.364298 -4.374935 4.793871 -0.238 0.429 1.896 -0.08
C -1.578185 4.128664 3.797301 0.438 0.498 2.982 -0.01
C -0.038419 -1.475626 -3.998824 -0.047 0.919 0.652 -0.05
C 0.205026 -1.215651 0.087288 -0.611 -0.687 0.804 -0.02
C 5.657921 -5.393430 5.306289 -1.329 1.294 0.339 -0.04
C -3.424436 -2.851337 3.999784 -0.248 0.527 0.411 -0.07
C -7.145551 2.755169 3.537921 1.071 -0.233 -0.896 -0.03
C -1.719084 3.908009 5.380683 -1.186 -0.466 -2.489 -0.46
C -5.347918 -1.680967 -0.045836 -1.330 0.001 -0.477 -0.06
C 4.103218 -1.161557 -2.838476 -1.272 -0.823 -1.641 -0.08
C 1.750243 7.554293 -1.246017 -0.254 -0.528 0.140 -0.05
C -2.726695 2.819543 5.657998 -1.557 -0.084 0.838 -0.07
C -1.306652 0.877428 0.150992 0.429 0.207 0.128 -0.03
C -4.874448 1.637466 -2.474949 -0.557 0.899 1.609 -0.07
C 0.879297 0.375128 4.174713 -1.965 0.538 0.788 -0.26
C 2.262500 6.314011 -0.404156 -1.376 2.518 -0.603 -0.46
C 2.386706 5.804843 -6.344582 -0.548 -0.089 -0.532 -0.07
C -6.154296 1.586564 3.126523 -1.345 2.945 0.404 -0.50
C -0.312989 -2.939815 -3.841748 1.424 0.219 -1.038 -0.49
C 0.116335 0.262202 -0.066652 -0.712 1.482 0.883 -0.50
C 4.333611 -0.294459 -1.645515 0.566 0.341 -0.810 -0.28
C 5.652559 -1.066016 2.566937 -2.572 -0.531 -0.025 -0.29
C -4.606086 -1.974647 4.430195 1.672 -0.986 2.513 -0.37
C -6.308160 -3.571611 -3.658113 -0.584 -0.708 -0.578 -0.07
C 3.152958 -4.579434 -0.767938 -0.744 -1.100 1.034 -0.06
C -0.858410 1.993160 -7.226295 2.238 -1.894 -0.379 -0.29
C 4.350776 -5.523549 4.470667 1.879 -1.428 0.909 -0.49
C -4.022136 -2.367865 -0.021620 0.998 2.743 -1.598 -0.33
C 4.188113 -1.437719 2.145215 0.561 0.630 -0.718 -0.08
H -5.837419 1.145334 -2.338586 0.093 -0.600 -0.709 0.08
H 0.869273 2.649641 -2.151397 -0.269 -0.620 0.230 0.03
H 7.317205 2.099072 -3.421508 -0.225 -0.100 0.004 0.08
H 4.198913 -2.328313 1.516857 0.093 -0.099 -0.130 0.05
H 3.356807 6.260673 -6.146508 -0.225 0.361 -0.191 0.07
H 5.691985 -2.925980 2.965837 -0.088 -0.385 0.249 0.04
H 2.381079 5.515306 -4.252081 -0.196 0.273 0.435 0.10
H 1.638724 -0.323605 3.823786 -0.227 -0.034 0.180 0.11
H 2.251031 -6.048374 0.621282 0.585 -0.430 -0.267 0.10
H 0.772333 -3.736916 -5.240720 -0.055 0.032 -0.125 0.09
H -4.542169 1.173632 -4.455778 0.411 0.668 -0.648 0.14
H -6.495545 1.859666 1.041591 0.142 0.128 -0.095 0.09
H 3.483610 -1.677449 2.941644 0.433 0.178 0.412 0.06
H -2.274735 1.756828 -4.626232 0.101 0.462 -0.199 0.06
H 2.447781 2.211543 3.431306 -0.720 -0.350 0.837 0.00
H 0.846099 6.250194 -4.886509 0.120 0.256 0.270 0.11
H -1.400930 3.111689 3.447385 -0.301 0.275 -0.658 0.07
H -5.269398 -0.638217 -0.353435 0.643 0.008 -0.188 0.06
H 1.096603 -5.145583 -0.214514 -0.329 0.555 -0.128 0.10
H 0.329714 -1.103895 -3.042578 -0.264 0.563 -0.089 0.07
H 3.216409 -1.786666 -2.734030 -0.096 -0.240 0.527 0.06
H -1.285358 -5.585740 3.971857 -0.139 0.466 0.096 0.12
H -5.865215 -1.586078 0.908891 -0.061 -0.619 0.171 0.07
H -3.788927 2.995400 5.488144 -0.105 1.107 -0.330 0.07
H 0.506346 -3.355504 -3.255232 -0.097 -0.182 0.477 0.13
H 4.819287 5.059389 -2.178981 -0.315 0.260 -0.264 0.05
H -2.730159 2.692657 6.740581 0.268 -0.821 0.069 0.08
H 5.358711 -6.996284 3.216008 -0.103 0.078 -0.062 0.09
H 6.251150 -0.879478 1.675318 0.186 0.015 -0.087 0.10
H 3.745668 -0.641176 1.547004 -0.092 0.147 -0.090 0.06
H -6.284211 -1.494099 3.697401 -0.374 0.220 -0.237 0.06
H -1.745046 0.740722 1.139529 0.276 -0.456 0.230 0.06
H 0.319590 -1.540180 1.121530 -0.151 0.028 0.156 0.08
H 0.296082 -4.867762 5.763697 -0.398 -0.366 0.160 0.08
H -6.734890 3.760660 3.629884 0.528 -0.169 0.720 0.07
H 1.049392 3.953901 -4.182652 -0.107 -0.692 0.379 0.03
H 3.800550 -0.575881 -3.706504 0.144 0.602 0.060 0.07
H 3.572739 -6.865861 3.027867 0.094 0.031 -0.564 0.07
H 3.739679 2.875286 3.004284 0.258 0.095 0.013 0.06
H -4.925263 2.562885 1.629072 -0.464 0.666 -0.019 0.09
H -4.688488 -5.038968 -4.176786 -0.201 0.275 -0.255 0.12
H -2.415287 4.708765 3.408910 0.028 -0.494 -0.307 0.08
H 3.452563 -5.476104 5.086346 -0.017 -0.121 0.402 0.12
H -7.671186 0.628776 2.477117 -0.125 -0.046 -0.061 0.10
H 2.589906 8.108793 -1.665039 0.170 -0.053 0.172 0.08
H -7.748125 2.935111 2.647628 -0.701 -0.482 0.073 0.07
H 2.656090 5.688814 -1.205596 1.070 -0.342 0.622 0.10
H 4.853558 -1.825865 -3.267166 0.588 0.130 0.813 0.08
H -3.635789 -2.312932 -1.039382 0.147 0.093 -0.149 0.10
H -0.562533 0.023298 -6.282142 -0.499 -0.002 0.276 0.04
H -0.653856 4.704741 3.754245 -0.048 0.032 -0.656 0.07
H 5.221225 1.929423 -4.367476 -0.387 0.013 -0.166 0.08
H 1.125862 8.238935 -0.671982 0.171 0.054 0.486 0.07
H 0.402582 1.263450 -5.566364 0.345 0.116 -0.100 0.07
H -0.982438 -4.720633 1.952068 -0.138 -0.326 -0.437 0.05
H -2.362123 -2.480407 -3.436007 -0.180 -0.288 0.474 0.06
H 5.542662 3.572981 -5.006660 0.194 -0.097 0.131 0.09
H -5.965720 -2.121837 -0.828179 -0.470 -0.199 0.342 0.07
H 1.236007 -4.163356 1.656406 -0.409 0.130 0.748 0.03
H -2.649623 1.896521 5.083372 0.983 -0.090 0.279 0.06
H 5.539079 2.783509 -2.006233 -0.405 -0.206 -0.074 0.12
H 5.602512 -0.161561 3.173210 0.345 -0.013 0.122 0.10
H -1.201956 1.532934 -8.152714 -0.232 0.289 -0.147 0.11
H -1.722420 2.379427 -6.685560 0.065 -0.222 0.413 0.09
H 2.170802 3.341130 -1.805340 0.268 -0.093 0.414 0.01
H -3.748721 -3.847537 3.698917 -0.062 0.104 -0.220 0.07
H 2.570046 4.938005 -6.979458 0.143 -0.580 0.626 0.07
H 4.585573 -0.874540 -0.757746 0.157 0.149 0.112 0.10
H -5.025068 0.926815 1.470577 -0.399 -0.493 -0.171 0.07
H -0.924310 -0.935083 -4.332157 -0.277 0.088 0.344 0.06
H 0.262733 0.786304 3.375404 0.238 -0.604 -0.899 0.10
H -0.761923 -1.560898 -0.278637 0.135 -0.698 -0.184 0.07
H -4.371932 1.451110 -1.525813 0.153 0.363 0.301 0.07
H 2.870477 2.694111 0.936690 -0.253 -0.296 0.992 -0.01
H 1.445828 -4.242501 4.765035 0.004 0.143 -0.980 0.07
H -2.174135 -6.310711 0.585419 -0.071 -0.336 -0.057 0.05
H -6.480437 -2.806329 -2.901305 0.197 0.012 -0.066 0.05
H 6.471569 5.289145 -1.843691 0.429 -0.841 0.141 0.08
H -0.501693 -1.107662 4.718041 0.215 -0.691 0.856 0.05
H -7.210823 -4.181174 -3.699522 0.042 -0.416 0.399 0.07
H 5.973407 5.471749 -3.474916 -0.206 -0.246 -0.241 0.08
H 1.432097 0.394943 -1.445069 0.702 -0.137 -0.168 0.03
H -6.342251 -3.125882 -4.652222 0.599 0.351 0.014 0.07
H -1.133046 0.373714 5.144935 0.343 0.633 0.105 0.04
H -2.064671 0.571490 -0.570063 0.231 -0.462 -0.251 0.06
H -1.982955 4.797921 5.952108 0.123 0.229 -0.233 0.14
H -2.790940 -2.985876 4.876535 0.254 0.033 -0.082 0.07
H 5.826355 -6.264564 5.939419 0.352 -0.177 -0.516 0.08
H 0.204586 -0.158022 6.201151 -0.129 -0.660 -0.078 0.09
H 3.738064 3.663300 0.162171 0.207 0.263 0.000 0.06
H -0.185077 3.640732 6.630298 -0.271 0.105 0.094 0.11
H 2.987465 -5.135926 -1.690444 0.611 0.069 -0.112 0.07
H 1.750705 6.362149 -7.032343 0.256 0.708 0.186 0.07
H 4.048436 -4.849968 -0.208454 0.610 0.170 -0.804 0.07
H -0.111522 -3.412080 4.979938 0.000 0.127 -0.411 0.05
H 1.033796 -1.669147 -0.456385 -0.051 0.169 -0.159 0.08
H 2.949007 7.784649 0.699477 -0.042 0.004 -0.103 0.08
H 0.803107 0.396708 -7.110505 0.264 1.026 -0.436 0.08
H -1.256658 1.961727 0.051370 0.285 0.136 -0.150 0.07
H -4.610609 -4.720919 -1.581937 -0.148 -0.422 0.612 0.04
H 6.467059 -5.034224 4.670388 0.204 -0.820 -0.177 0.08
H 3.125208 -3.501533 -0.927547 -0.180 -0.098 0.004 0.05
H 0.448848 5.176427 -0.431245 -0.481 0.681 -0.237 0.08
H 0.672559 -1.217108 -4.783528 0.366 -0.506 0.193 0.08
H -2.701116 2.961851 -3.372052 -0.296 0.007 -0.263 0.09
H 0.664777 6.230177 1.054268 -0.250 0.227 -0.332 0.08
H -2.970837 -0.461505 -3.661243 0.123 -0.361 -0.036 0.05
H 0.448786 3.242959 -6.699341 0.362 0.549 0.260 0.03
H -1.420016 -3.539648 -2.197991 -0.687 0.677 0.404 0.08
H -4.573144 -3.834900 1.020468 -0.102 -0.408 0.351 0.11
H 3.566251 -4.792129 2.974062 -0.323 0.738 -0.850 0.06
H -1.966580 -4.235809 -3.641046 -0.280 0.164 -0.288 0.09
H 1.108194 7.318580 -2.094729 0.080 -0.565 -0.043 0.07
H -2.854470 -2.328571 3.231707 0.093 -0.412 -0.247 0.07
H 1.369200 4.676603 0.811073 0.937 0.144 0.250 0.06
H -4.297095 -3.637960 -3.109587 0.415 -0.067 -0.709 0.07
H -3.399926 -1.662889 0.529696 0.731 -0.588 0.674 0.10
H -4.875670 -2.215780 5.458437 0.872 0.123 0.755 0.11
H 5.574969 -4.565532 6.010422 -0.291 0.162 0.141 0.07
H -5.159608 2.687170 -2.544909 0.428 0.209 -0.083 0.08
H 3.402648 1.304255 -1.021453 0.015 0.423 0.411 0.04
H -4.262360 -0.940736 4.461378 -0.411 0.395 -0.560 0.11
H -7.720227 2.410326 4.397525 -0.051 0.397 -0.100 0.08
H -5.376631 1.497242 3.885050 0.048 -0.385 -0.125 0.13
H 4.103830 3.340181 -4.035177 -0.497 -0.562 -0.491 0.07
H -2.499802 -4.861289 0.293793 -0.634 0.543 -0.187 -0.01
H 0.749464 2.010678 5.066282 -0.038 0.835 0.311 0.05
H 5.093154 0.430538 -1.938042 0.705 -0.255 0.487 0.10
H -1.836134 1.503886 -3.018785 -0.346 -0.372 0.601 0.08
H 0.805212 0.842418 0.547271 0.048 -0.333 0.975 0.13
H 4.177258 -7.735949 4.329874 0.387 0.080 0.462 0.08
H 0.356181 -6.104532 3.702318 -0.127 -0.463 -0.222 0.11
```
Forces are in eV/Å.